The following is a DFT calculation (the ωB97M-V functional and the def2-TZVPD basis) of C35H48AsBrF6Ge2IrN2OP as an isolated structure.

As for the spin multiplicity: 5. As for the charge: +2. Its orbital gap (spin up / spin down) is 7.82 / 5.34 eV. Its total energy is -11555.35260 Ha. As for the energy above the lowest of the compared OMol25 structures with the same formula, charge and spin: 59.6 kJ/mol. Its highest occupied orbital energy (spin up / spin down) is -0.47955 / -0.50358 Ha. Its expectation value of S² is 6.039.

Last column: Löwdin spin population.
Element x y z (Å)
Ir: -0.20468 -0.25833 -0.45908  1.563
C: 0.67576 3.50777 1.98444  0.000
C: -0.17374 2.50457 1.27489  0.004
O: 0.35152 1.63530 0.55252  0.042
N: -1.50069 2.61545 1.42680  0.008
C: -2.48055 1.78263 0.74050  0.017
C: -2.46967 2.01024 -0.74771  0.012
C: -3.27317 2.97744 -1.32504  0.004
C: -3.16792 3.23098 -2.68506  0.001
C: -2.24228 2.51323 -3.42187  0.004
C: -1.48264 1.55388 -2.77898  0.018
N: -1.59901 1.28852 -1.47452  0.117
H: 1.49046 2.98656 2.48369  0.000
H: 0.11225 4.09858 2.70303  0.000
H: 1.10631 4.17953 1.23925  0.000
H: -1.83841 3.36892 2.00362  0.000
H: -3.45929 2.01495 1.15503  0.001
H: -2.27304 0.73256 0.95250  0.013
H: -3.97608 3.52530 -0.71173  0.001
H: -3.79304 3.97806 -3.15514  0.000
H: -2.10481 2.68269 -4.48026  0.001
H: -0.74744 0.97879 -3.32375  0.004
F: 1.76880 -0.55578 1.27908  0.058
P: 3.05838 -0.21299 2.35840  0.003
F: 3.67327 -1.63636 1.97879  0.002
F: 3.80945 0.47309 1.10563  0.006
F: 2.16319 -0.90102 3.51210  0.002
F: 4.22600 0.13794 3.35151  0.000
F: 2.30192 1.19496 2.65403  0.001
Br: -3.12440 -5.17633 -3.78964  0.092
C: -2.24790 -3.80886 -2.89065  0.160
C: -0.84841 -3.77730 -2.86618  0.003
C: -0.20470 -2.76094 -2.20706  0.105
C: -0.91693 -1.74562 -1.50056  0.109
C: -2.34494 -1.81963 -1.56539  0.097
C: -2.99733 -2.81222 -2.24668  0.005
H: -0.28455 -4.54504 -3.37837  -0.002
H: 0.87466 -2.74791 -2.23757  0.008
H: -2.94110 -1.06581 -1.06425  0.005
H: -4.07763 -2.84296 -2.28772  -0.002
C: -3.74859 -1.53270 1.92874  0.001
C: -2.55877 -2.44782 1.68148  0.035
As: -0.80167 -1.60340 1.62775  0.168
C: 0.33518 -3.18252 1.71384  0.022
C: 0.37209 -3.88863 3.06569  0.008
C: -0.77129 -0.41880 3.16955  0.025
C: -0.93752 -1.11519 4.51683  0.011
H: -4.66939 -2.11546 1.93904  0.000
H: -3.85826 -0.77608 1.14813  0.000
H: -3.67630 -1.02292 2.89004  0.000
H: -2.66800 -3.00634 0.75085  0.001
H: -2.46628 -3.18695 2.48064  0.006
H: 1.33174 -2.88702 1.40399  0.001
H: -0.09855 -3.82987 0.94446  0.000
H: 0.94824 -3.31630 3.78575  0.000
H: 0.86582 -4.85215 2.93780  0.002
H: -0.61980 -4.08501 3.47438  0.000
H: -1.60228 0.26746 2.99033  0.000
H: 0.16040 0.14132 3.11770  0.000
H: -1.77085 -1.81970 4.52594  0.001
H: -1.13697 -0.36464 5.28188  0.002
H: -0.03034 -1.64109 4.79833  0.000
C: 1.52323 3.12608 -2.22833  0.080
Ge: 3.18850 2.29218 -1.64588  0.261
C: 4.55976 2.30497 -3.01768  0.052
C: 3.81468 2.91293 0.06746  0.040
Ge: 1.98724 -0.28403 -1.76824  0.425
C: 3.39076 -1.48028 -1.14791  0.102
C: 3.05072 -2.75324 -0.69561  0.026
C: 4.04046 -3.67455 -0.39048  0.004
C: 5.37589 -3.32112 -0.50296  0.011
C: 5.72259 -2.04394 -0.92103  0.002
C: 4.73479 -1.12762 -1.24146  0.021
C: 1.89893 -0.44003 -3.72447  0.104
C: 0.72322 -0.61361 -4.45487  0.024
C: 0.76563 -0.87158 -5.81728  0.003
C: 1.98658 -0.95156 -6.47164  0.019
C: 3.16590 -0.80024 -5.75514  0.003
C: 3.12271 -0.55171 -4.39224  0.028
H: 1.67528 4.20630 -2.14649  0.014
H: 0.69535 2.84408 -1.58242  0.002
H: 1.30286 2.87692 -3.26509  0.000
H: 4.84418 3.35949 -3.09899  0.011
H: 4.19594 1.97127 -3.98379  0.000
H: 5.44663 1.74529 -2.72926  0.000
H: 4.04872 3.97126 -0.08616  0.009
H: 4.71068 2.38744 0.38559  0.000
H: 3.05640 2.80578 0.83649  0.000
H: 2.01571 -3.03511 -0.55475  0.003
H: 3.76782 -4.66278 -0.04389  0.001
H: 6.14776 -4.03430 -0.24753  0.001
H: 6.76391 -1.75876 -0.98725  0.000
H: 5.02531 -0.12892 -1.54221  0.004
H: -0.24240 -0.60215 -3.96397  0.003
H: -0.15523 -1.01957 -6.36634  0.000
H: 2.01996 -1.14821 -7.53480  0.001
H: 4.12106 -0.89049 -6.25526  0.000
H: 4.05311 -0.48591 -3.84407  0.002